1.
DFT (wB97M-V/def2-TZVPD) results for a cluster of 2 separate species, C17H16F3N2O5S in total at a distorted geometry.

## Properties
Charge: -1
Relative energy (zero: lowest compared OMol25 entry of this formula, charge and spin): 2.9959 eV
Kohn-Sham gap: 3.01 eV
LUMO energy: 0.89 eV

Each line ends with the natural charge from an NBO analysis.
Atoms and positions in Å:
O1 -2.28 4.78 -1.57  -0.381
N1 -2.68 3.76 -2.19  0.489
O2 -3.77 3.76 -2.79  -0.386
C1 -1.86 2.60 -2.19  0.071
C2 -2.26 1.38 -2.78  -0.176
C3 -1.35 0.32 -2.81  -0.208
C4 -0.06 0.47 -2.28  -0.144
C5 0.32 1.71 -1.74  -0.084
C6 1.54 1.81 -0.78  -0.280
N2 2.31 3.26 -0.60  0.517
O3 3.55 3.23 -0.48  -0.362
O4 1.59 4.26 -0.58  -0.367
C7 -0.60 2.73 -1.64  -0.173
H1 -3.23 1.31 -3.25  0.243
H2 -1.64 -0.65 -3.21  0.231
H3 0.59 -0.40 -2.15  0.245
H4 2.42 1.22 -1.06  0.254
H5 -0.33 3.62 -1.07  0.290
C8 1.57 -3.89 2.36  -0.563
C9 1.37 -2.58 1.42  0.231
C10 2.02 -2.57 0.00  -0.646
C11 -0.14 -2.12 1.19  0.079
C12 -0.82 -1.33 2.11  -0.251
C13 -2.15 -0.93 1.90  -0.224
C14 -2.82 -1.26 0.71  -0.265
C15 -2.14 -2.03 -0.24  -0.230
C16 -0.82 -2.43 -0.02  -0.279
O5 2.05 -2.01 2.38  -0.935
S1 0.68 1.48 0.72  0.301
C17 1.68 1.98 2.15  0.843
F1 2.97 1.57 2.19  -0.297
F2 1.64 3.35 2.19  -0.336
F3 1.02 1.48 3.25  -0.311
H6 1.10 -4.72 1.83  0.110
H7 2.63 -4.14 2.54  0.197
H8 1.12 -3.77 3.36  0.202
H9 1.74 -3.46 -0.61  0.183
H10 1.70 -1.65 -0.54  0.167
H11 3.11 -2.50 0.06  0.217
H12 -0.28 -0.97 2.99  0.239
H13 -2.66 -0.35 2.67  0.199
H14 -3.86 -0.98 0.56  0.198
H15 -2.64 -2.33 -1.17  0.190
H16 -0.32 -2.98 -0.82  0.203

2.
DFT (wB97M-V/def2-TZVPD) results for a cluster of 3 separate species, C17H16FN3O4PS in total at a distorted geometry.

## Properties
Charge: +1
Kohn-Sham gap: 6.91 eV
LUMO energy: -5.38 eV

Each line ends with the natural charge from an NBO analysis.
Atoms and positions in Å:
F1 3.43 -4.63 -0.36  -0.276
C1 2.45 -3.70 0.06  0.513
C2 2.83 -2.19 0.29  -0.273
C3 1.73 -1.16 0.72  0.090
N1 0.38 -1.65 0.93  -0.507
C4 -0.01 -3.02 0.75  -0.012
P1 -1.86 -3.43 1.04  0.770
S1 -2.86 -2.42 -0.33  -0.510
C5 0.98 -4.13 0.31  -0.268
H1 3.89 -1.78 0.14  0.290
H2 1.97 -0.06 0.86  0.279
H3 -0.36 -0.96 1.20  0.491
H4 -2.09 -4.84 0.98  0.044
H5 -2.26 -2.99 2.36  0.059
H6 0.65 -5.22 0.15  0.295
C6 -0.13 -0.25 -2.20  -0.207
C7 0.85 0.44 -2.90  -0.209
C8 0.60 0.90 -4.19  -0.210
C9 -0.66 0.68 -4.76  0.101
C10 -1.64 -0.02 -4.06  -0.199
C11 -1.38 -0.48 -2.78  -0.205
N2 -0.94 1.19 -6.10  0.506
O1 -0.04 1.78 -6.69  -0.362
O2 -2.06 1.00 -6.56  -0.358
H7 0.07 -0.61 -1.20  0.183
H8 1.82 0.61 -2.45  0.209
H9 1.37 1.44 -4.73  0.256
H10 -2.62 -0.20 -4.50  0.257
H11 -2.14 -1.02 -2.23  0.233
C12 0.70 4.28 2.90  -0.157
C13 0.26 4.02 4.19  -0.194
C14 -0.36 2.82 4.49  -0.192
C15 -0.53 1.86 3.49  0.073
C16 -0.10 2.12 2.19  -0.222
C17 0.52 3.33 1.90  -0.210
N3 -1.16 0.58 3.81  0.528
O3 -1.54 0.40 4.95  -0.315
O4 -1.26 -0.25 2.90  -0.469
H12 1.18 5.22 2.67  0.235
H13 0.40 4.77 4.97  0.239
H14 -0.70 2.63 5.51  0.258
H15 -0.23 1.39 1.40  0.214
H16 0.86 3.54 0.89  0.231

3.
DFT (wB97M-V/def2-TZVPD) results for the ion C17H16FO5S with charge -1 at a distorted geometry.

## Properties
Charge: -1
Kohn-Sham gap: 6.55 eV
LUMO energy: 2.85 eV
SMILES string: CCOC(=O)[C@@](F)([C@H]([O-])c1ccccc1)S(=O)(=O)c1ccccc1

Each line ends with the natural charge from an NBO analysis.
Atoms and positions in Å:
C1 2.66 4.05 5.64  -0.623
C2 3.22 3.07 4.67  -0.074
O1 3.00 3.68 3.38  -0.484
C3 3.54 2.89 2.42  0.768
O2 4.15 1.85 2.53  -0.589
C4 3.02 3.44 1.09  0.093
F1 3.77 3.00 0.03  -0.354
C5 1.60 2.79 0.91  0.126
O3 0.75 3.09 1.81  -0.870
C6 1.76 1.21 0.74  -0.015
C7 2.14 0.67 -0.48  -0.210
C8 2.39 -0.70 -0.60  -0.232
C9 2.12 -1.56 0.47  -0.250
C10 1.59 -1.03 1.65  -0.216
C11 1.35 0.34 1.76  -0.214
S1 3.15 5.42 1.18  2.054
O4 1.83 5.99 1.41  -0.893
O5 4.29 5.71 2.02  -0.962
C12 3.78 6.05 -0.42  -0.180
C13 4.89 6.90 -0.45  -0.228
C14 5.40 7.32 -1.69  -0.211
C15 4.78 6.91 -2.87  -0.216
C16 3.64 6.09 -2.82  -0.217
C17 3.12 5.68 -1.59  -0.221
H1 2.80 3.66 6.64  0.193
H2 3.17 5.01 5.57  0.213
H3 1.59 4.20 5.46  0.226
H4 4.31 2.93 4.79  0.184
H5 2.69 2.11 4.68  0.194
H6 1.42 3.29 -0.09  0.074
H7 2.27 1.36 -1.32  0.205
H8 2.73 -1.09 -1.56  0.193
H9 2.35 -2.63 0.39  0.195
H10 1.32 -1.69 2.48  0.193
H11 0.84 0.75 2.64  0.237
H12 5.34 7.23 0.49  0.245
H13 6.28 7.96 -1.69  0.208
H14 5.19 7.23 -3.84  0.207
H15 3.14 5.78 -3.75  0.212
H16 2.22 5.08 -1.53  0.238

4.
DFT (wB97M-V/def2-TZVPD) results for a structure of composition C17H16IN3O2Pt.

## Properties
Kohn-Sham gap: 7.50 eV
LUMO energy: 0.18 eV

Each line ends with the natural charge from an NBO analysis.
Atoms and positions in Å:
Pt1 -0.02 0.03 -0.20  0.813
C1 0.80 4.18 -0.54  -0.676
C2 0.96 2.69 -0.67  0.486
O1 -0.08 2.01 -0.32  -0.673
C3 2.14 2.18 -1.18  -0.481
C4 2.49 0.82 -1.39  0.306
C5 3.85 0.48 -1.90  -0.655
N1 1.65 -0.15 -1.14  -0.339
N2 2.10 -1.47 -1.29  -0.410
C6 1.26 -2.30 -0.75  0.516
O2 0.15 -1.95 -0.16  -0.709
C7 1.56 -3.75 -0.80  -0.033
C8 2.76 -4.22 -1.32  -0.199
C9 3.03 -5.58 -1.36  -0.218
C10 2.09 -6.48 -0.87  -0.208
C11 0.89 -6.02 -0.34  -0.217
C12 0.63 -4.66 -0.31  -0.206
H1 -0.15 4.40 -0.05  0.229
H2 0.81 4.66 -1.52  0.228
H3 1.62 4.60 0.05  0.224
H4 2.90 2.91 -1.44  0.214
H5 4.40 1.39 -2.14  0.214
H6 3.78 -0.15 -2.79  0.244
H7 4.39 -0.10 -1.16  0.239
H8 3.48 -3.50 -1.70  0.232
H9 3.96 -5.93 -1.76  0.211
H10 2.30 -7.55 -0.90  0.210
H11 0.16 -6.72 0.04  0.210
H12 -0.30 -4.29 0.10  0.232
I1 -2.14 -0.12 1.46  0.297
C13 -0.81 -0.04 3.10  0.109
C14 -1.27 -0.03 4.41  -0.288
C15 -0.30 0.04 5.40  -0.151
C16 1.04 0.07 5.04  -0.254
C17 1.37 0.03 3.70  0.056
N3 0.44 -0.01 2.74  -0.446
H13 -2.32 -0.08 4.64  0.234
H14 -0.60 0.09 6.44  0.225
H15 1.81 0.13 5.79  0.227
H16 2.40 0.04 3.37  0.207

Calculated molar mass, 417.38; 408.37; 351.38; 616.32 g/mol (same order as the records).
Calculated HOMO, -0.0779; -0.4516; -0.1363; -0.2690 Eh (same order as the records).